{
  "formula": "C25H47F2N3O20S4",
  "method": "the ωB97M-V functional and the def2-TZVPD basis",
  "species": ["O", "C", "O", "C", "C", "F", "O", "H", "H", "H", "O", "C", "O", "C", "C", "F", "O", "H", "H", "H", "C", "N", "O", "O", "H", "H", "H", "C", "N", "O", "O", "H", "H", "H", "C", "N", "O", "O", "H", "H", "H", "O", "S", "O", "C", "C", "C", "C", "H", "H", "H", "H", "H", "H", "H", "H", "O", "S", "O", "C", "C", "C", "C", "H", "H", "H", "H", "H", "H", "H", "H", "O", "S", "O", "C", "C", "C", "C", "H", "H", "H", "H", "H", "H", "H", "H", "O", "S", "O", "C", "C", "C", "C", "H", "H", "H", "H", "H", "H", "H", "H"],
  "xyz": [[-3.354, -1.489, -3.867], [-3.016, -2.479, -3.310], [-3.563, -2.917, -2.169], [-2.886, -4.146, -1.768], [-1.780, -4.320, -2.781], [-1.810, -5.522, -3.405], [-2.063, -3.322, -3.757], [-2.535, -4.012, -0.757], [-3.722, -4.840, -1.823], [-0.786, -4.151, -2.377], [-7.943, -0.937, 2.579], [-7.181, -0.431, 1.851], [-6.479, 0.691, 2.180], [-5.444, 0.860, 1.215], [-5.665, -0.246, 0.174], [-4.657, -1.152, 0.267], [-6.911, -0.779, 0.574], [-5.354, 1.884, 0.859], [-4.479, 0.673, 1.697], [-5.780, 0.114, -0.844], [-1.726, 3.748, 1.537], [-2.941, 3.541, 0.719], [-3.776, 4.419, 0.697], [-3.018, 2.490, 0.115], [-1.905, 3.249, 2.486], [-1.523, 4.812, 1.592], [-0.849, 3.266, 1.110], [-0.858, 0.988, -4.846], [-0.041, 2.225, -4.769], [0.121, 2.825, -5.813], [0.441, 2.563, -3.702], [-1.587, 1.191, -5.618], [-1.203, 0.662, -3.881], [-0.172, 0.241, -5.250], [-0.202, 0.292, -0.797], [-0.878, -1.051, -0.692], [-0.417, -2.020, -1.255], [-1.790, -1.097, 0.104], [-0.909, 0.863, -1.394], [0.720, 0.184, -1.350], [-0.068, 0.641, 0.218], [1.506, 2.878, 0.049], [2.500, 3.923, 0.095], [3.732, 3.878, -0.650], [1.689, 5.515, -0.302], [1.925, 6.397, 0.912], [1.918, 5.447, 2.132], [2.903, 4.329, 1.802], [0.658, 5.291, -0.568], [2.254, 5.783, -1.192], [2.941, 6.785, 0.818], [1.170, 7.176, 0.973], [0.890, 5.071, 2.136], [2.095, 6.003, 3.048], [2.619, 3.546, 2.508], [3.926, 4.626, 2.011], [-1.482, -6.328, -0.425], [-1.371, -5.933, 0.961], [-2.531, -6.119, 1.792], [0.094, -6.727, 1.657], [0.531, -5.754, 2.727], [0.304, -4.307, 2.234], [-0.677, -4.247, 1.062], [0.753, -6.721, 0.782], [-0.067, -7.751, 1.977], [-0.213, -5.873, 3.527], [1.515, -5.867, 3.169], [1.277, -3.909, 1.923], [-0.006, -3.627, 3.024], [-0.140, -4.160, 0.121], [-1.490, -3.530, 1.115], [-0.117, 1.158, 2.853], [0.081, -0.192, 3.317], [-0.758, -1.254, 2.827], [1.791, -0.698, 3.119], [2.354, -1.045, 4.499], [1.613, -0.169, 5.513], [0.151, -0.197, 5.123], [2.347, 0.116, 2.646], [2.016, -1.542, 2.467], [2.206, -2.106, 4.698], [3.413, -0.814, 4.603], [2.031, 0.839, 5.553], [1.644, -0.501, 6.554], [-0.568, 0.535, 5.483], [-0.262, -1.193, 5.314], [2.033, -0.719, -3.923], [3.393, -0.378, -3.582], [4.200, -1.318, -2.844], [4.309, 0.212, -4.991], [5.036, 1.472, -4.547], [4.061, 2.225, -3.619], [3.449, 1.216, -2.685], [3.533, 0.452, -5.730], [4.875, -0.620, -5.407], [5.839, 1.078, -3.904], [5.531, 2.027, -5.336], [3.344, 2.833, -4.167], [4.713, 2.889, -3.046], [2.516, 1.468, -2.181], [3.991, 0.919, -1.779]],
  "mulliken_charge": [-0.5494, 0.5674, -0.3048, -0.0360, 0.6454, -0.3430, -0.3728, -0.2587, 0.3972, 0.1663, -0.4916, 0.5839, -0.3905, 0.1253, 0.3880, -0.2748, -0.3448, 0.1764, -0.0399, 0.2703, -0.4876, 0.9235, -0.5753, -0.4575, 0.3155, 0.3858, -0.0659, -0.5086, 0.8590, -0.5657, -0.4357, 0.3653, 0.0241, 0.2477, 0.1727, 1.0234, -0.5774, -0.4308, 0.1667, -0.2587, -0.1146, -0.3416, 1.0716, -0.7317, -0.8507, -0.6482, -0.3031, -0.7234, 0.3799, 0.4343, 0.2992, 0.3746, -0.0956, 0.4905, 0.1819, 0.4287, -0.6265, 1.1667, -0.6695, -0.7858, -0.8210, -0.1106, -0.0995, 0.3070, 0.5036, 0.3421, 0.4063, 0.1126, -0.1469, 0.0870, 0.4707, -0.4637, 0.8970, -0.6339, -0.6464, -0.6444, -0.6102, -0.8715, 0.4602, 0.3416, 0.2799, 0.3329, 0.2871, 0.3750, 0.5075, 0.3543, -0.5324, 1.1124, -0.7022, -0.7911, -0.7735, -0.4984, 0.0968, 0.3255, 0.4773, 0.2849, 0.4309, 0.2857, 0.2017, -0.4154, 0.5100],
  "homo_ev": -10.30
}

***

{
  "formula": "C30H32FN3SY",
  "method": "the ωB97M-V functional and the def2-TZVPD basis",
  "species": ["Y", "C", "C", "C", "C", "C", "C", "C", "C", "C", "C", "C", "C", "N", "C", "C", "C", "C", "C", "C", "F", "H", "H", "H", "H", "H", "H", "H", "H", "H", "H", "H", "H", "H", "H", "H", "H", "H", "H", "H", "H", "H", "C", "C", "C", "C", "C", "C", "H", "H", "H", "H", "H", "N", "C", "S", "C", "C", "C", "N", "C", "C", "H", "H", "H", "H", "H", "H"],
  "xyz": [[-0.105, -0.348, -0.609], [-4.034, -1.642, 2.736], [-3.400, -1.079, 1.463], [-4.213, 0.112, 0.939], [-3.256, -2.146, 0.394], [-4.392, -2.743, -0.145], [-4.287, -3.755, -1.082], [-3.044, -4.200, -1.501], [-1.882, -3.636, -0.993], [-0.519, -4.092, -1.473], [-0.451, -5.585, -1.793], [-0.119, -3.283, -2.716], [-1.996, -2.594, -0.051], [-0.800, -2.006, 0.478], [-0.214, -2.638, 1.565], [-0.762, -3.731, 2.252], [-0.083, -4.316, 3.308], [1.152, -3.836, 3.723], [1.717, -2.749, 3.068], [1.022, -2.196, 2.026], [1.567, -1.111, 1.339], [-4.092, -0.865, 3.501], [-3.445, -2.467, 3.138], [-5.046, -2.003, 2.543], [-2.404, -0.721, 1.729], [-5.230, -0.190, 0.686], [-3.754, 0.527, 0.041], [-4.269, 0.896, 1.696], [-5.376, -2.425, 0.177], [-5.182, -4.217, -1.477], [-2.986, -5.004, -2.223], [0.208, -3.896, -0.685], [-1.022, -5.837, -2.688], [-0.829, -6.179, -0.962], [0.585, -5.875, -1.972], [-0.877, -3.381, -3.494], [0.836, -3.625, -3.116], [-0.021, -2.210, -2.486], [-1.727, -4.109, 1.943], [-0.530, -5.160, 3.816], [1.674, -4.301, 4.547], [2.675, -2.341, 3.360], [2.072, 4.219, 0.041], [1.647, 3.483, 1.136], [1.062, 2.237, 0.949], [0.882, 1.680, -0.327], [1.319, 2.458, -1.414], [1.906, 3.703, -1.236], [2.535, 5.187, 0.180], [1.775, 3.875, 2.138], [0.755, 1.684, 1.835], [1.209, 2.096, -2.437], [2.237, 4.267, -2.100], [-5.786, 3.664, -3.655], [-5.249, 2.563, -4.197], [-5.860, 1.900, -5.576], [-4.059, 1.985, -3.509], [-3.617, 0.701, -3.826], [-2.548, 0.159, -3.147], [-1.883, 0.812, -2.182], [-2.275, 2.059, -1.903], [-3.342, 2.672, -2.528], [-6.584, 4.072, -4.112], [-5.432, 4.095, -2.819], [-4.126, 0.137, -4.593], [-2.219, -0.849, -3.373], [-1.699, 2.590, -1.154], [-3.580, 3.688, -2.247]],
  "nbo_charge": [2.2969, -0.5944, -0.2465, -0.5933, -0.0048, -0.2112, -0.1832, -0.2406, 0.0717, -0.2710, -0.6028, -0.5423, 0.0434, -0.9920, 0.1566, -0.2685, -0.1867, -0.2216, -0.2394, 0.3030, -0.3579, 0.2180, 0.2180, 0.2084, 0.2066, 0.2133, 0.1922, 0.2193, 0.2203, 0.2258, 0.2219, 0.2199, 0.2061, 0.2271, 0.2218, 0.2262, 0.2339, 0.1077, 0.2280, 0.2273, 0.2310, 0.2425, -0.1904, -0.2332, -0.1466, -0.7653, -0.2155, -0.2169, 0.2237, 0.2193, 0.1890, 0.1931, 0.2193, -0.7435, 0.0662, -0.0707, -0.0466, -0.1916, 0.0495, -0.5806, 0.0408, -0.1803, 0.4264, 0.3946, 0.2676, 0.2106, 0.2329, 0.2171],
  "e_above_lowest_kcal_mol": 11.7,
  "total_charge": 1,
  "homo_ev": -10.70
}

***

{
  "formula": "C2H7OPS2",
  "method": "the ωB97M-V functional and the def2-TZVPD basis",
  "species": ["C", "C", "O", "P", "S", "S", "H", "H", "H", "H", "H", "H", "H"],
  "xyz": [[-0.904, -0.175, -1.283], [-0.900, -0.325, 0.213], [2.369, 0.704, 0.702], [0.939, 1.401, 1.083], [0.968, 3.282, 0.464], [1.125, 1.247, 3.252], [-0.009, 0.305, -1.563], [-0.824, -1.174, -1.674], [-1.729, 0.338, -1.647], [-0.545, -1.148, 0.655], [-1.737, 0.190, 0.738], [2.656, 0.935, -0.147], [2.177, 0.371, 3.347]],
  "nbo_charge": [-0.6754, -0.2655, -1.0040, 1.0777, -0.5547, -0.3186, 0.2337, 0.2223, 0.2264, 0.1782, 0.2089, 0.5020, 0.1691],
  "e_above_lowest_kcal_mol": 53.1,
  "homo_ev": -8.38
}

***

The calculation returns the following calculated total energy values, one per record and in order: -4442.0179; -1862.8527; -1293.3271 Ha.
The calculation returns the following orbital gap values, one per record and in order: 10.04; 7.07; 7.44 eV.
The calculation returns the following maximum force values, one per record and in order: 2.017; 1.796; 6.002 eV/A.